[1]
{"formula": "C43H45ClFIrN7O4", "method": "ωB97M-V/def2-TZVPD", "s2": 8.785, "total_charge": 0, "relative_energy_ev": 0.0000, "multiplicity": 6, "e_homo_ev": [-7.58, -8.27], "elements": ["Ir", "O", "C", "C", "C", "C", "C", "C", "C", "O", "N", "O", "O", "H", "H", "H", "H", "C", "C", "C", "C", "C", "C", "C", "C", "C", "C", "C", "C", "N", "C", "C", "C", "C", "C", "C", "F", "H", "H", "H", "H", "H", "H", "H", "H", "H", "H", "H", "H", "H", "H", "H", "H", "H", "H", "H", "H", "H", "N", "C", "C", "C", "C", "C", "C", "C", "C", "C", "C", "C", "C", "C", "H", "H", "H", "H", "H", "H", "H", "H", "H", "H", "Cl", "C", "C", "C", "C", "N", "C", "N", "N", "N", "H", "H", "H", "H", "H", "H", "H", "H", "H", "H"], "positions_angstrom": [[-0.307, -0.274, 0.027], [1.708, -0.167, 1.287], [1.830, 0.431, 2.340], [1.005, 1.433, 2.874], [1.296, 1.859, 4.159], [0.519, 2.864, 4.723], [-0.466, 3.539, 3.991], [-0.826, 3.081, 2.763], [-0.130, 1.977, 2.146], [-0.552, 1.579, 1.001], [0.875, 3.316, 6.054], [1.609, 2.611, 6.686], [0.366, 4.358, 6.474], [2.704, 0.139, 2.983], [2.098, 1.471, 4.792], [-0.955, 4.405, 4.443], [-1.633, 3.500, 2.173], [-3.824, -1.408, 1.415], [-3.191, -0.831, 2.690], [-3.382, 0.697, 2.636], [-1.804, -1.292, 3.078], [-1.502, -1.029, 4.419], [-0.310, -1.298, 5.025], [0.690, -1.915, 4.301], [0.447, -2.274, 2.984], [1.449, -3.249, 2.332], [2.926, -2.808, 2.417], [1.271, -4.610, 3.023], [-0.742, -1.843, 2.329], [-0.797, -2.032, 0.913], [-1.074, -3.325, 0.440], [-1.537, -4.319, 1.307], [-1.826, -5.618, 0.893], [-1.516, -5.974, -0.400], [-1.077, -5.013, -1.283], [-0.841, -3.736, -0.829], [-0.384, -2.824, -1.732], [-4.835, -1.105, 1.332], [-3.827, -2.487, 1.436], [-3.310, -1.087, 0.492], [-3.792, -1.147, 3.572], [-2.786, 1.048, 1.775], [-3.094, 1.164, 3.559], [-4.452, 0.849, 2.437], [-2.315, -0.645, 5.010], [-0.181, -1.077, 6.092], [1.638, -2.187, 4.821], [1.207, -3.343, 1.296], [3.191, -2.609, 3.446], [3.179, -2.006, 1.749], [3.579, -3.637, 2.068], [1.703, -4.513, 4.019], [1.825, -5.438, 2.520], [0.250, -4.962, 3.118], [-1.733, -4.091, 2.359], [-2.241, -6.300, 1.611], [-1.718, -6.950, -0.776], [-0.962, -5.221, -2.323], [0.035, 3.054, -1.690], [-1.000, 3.070, -2.403], [-2.113, 3.948, -1.915], [-2.832, 3.666, -0.756], [-3.702, 4.605, -0.234], [-3.877, 5.841, -0.840], [-3.199, 6.123, -2.015], [-2.278, 5.183, -2.547], [-0.960, 2.488, -3.752], [0.293, 2.148, -4.273], [0.377, 1.557, -5.501], [-0.785, 1.300, -6.243], [-2.037, 1.610, -5.706], [-2.129, 2.239, -4.467], [-2.764, 2.701, -0.268], [-4.182, 4.408, 0.683], [-4.543, 6.582, -0.382], [-3.258, 7.129, -2.398], [-1.640, 5.494, -3.385], [1.185, 2.412, -3.701], [1.344, 1.293, -5.846], [-0.676, 0.793, -7.198], [-2.948, 1.421, -6.235], [-3.073, 2.512, -4.012], [-2.153, -0.065, -1.583], [3.539, -0.808, -5.305], [4.757, -0.552, -4.426], [5.144, 0.901, -4.234], [4.516, -1.214, -3.044], [3.416, -0.610, -2.278], [2.154, -0.979, -2.125], [1.550, -0.087, -1.389], [2.465, 0.855, -1.083], [3.594, 0.520, -1.581], [3.567, -0.288, -6.262], [2.579, -0.491, -4.867], [3.421, -1.875, -5.580], [5.658, -1.096, -4.812], [4.291, 1.470, -3.860], [5.415, 1.317, -5.190], [6.042, 0.983, -3.608], [5.417, -1.117, -2.429], [4.220, -2.274, -3.157], [1.732, -1.843, -2.584]], "forces_ev_per_angstrom": [[-0.44, 0.14, -0.71], [-0.24, -0.25, -0.66], [1.41, -0.97, 0.56], [-1.36, 0.60, -0.50], [-0.70, 1.09, 1.10], [0.82, -0.09, -0.62], [-0.34, 0.21, 0.51], [0.38, -0.79, -0.88], [0.18, 0.56, 1.17], [0.20, -0.46, -0.18], [-1.40, 1.07, -0.25], [0.98, -0.53, 0.97], [0.41, -0.64, -0.32], [-0.40, 0.25, -0.26], [-0.19, -0.14, -0.57], [0.11, -0.35, -0.12], [0.09, 0.17, 0.14], [1.44, -0.32, 0.00], [-1.03, -0.24, -0.04], [0.19, -0.84, -0.98], [1.21, 0.65, 0.07], [-0.77, -0.11, -0.03], [0.29, 0.23, 0.89], [0.52, -0.51, 0.29], [0.60, -0.19, -0.13], [-0.03, 0.46, 0.30], [-0.05, -1.39, -0.31], [0.96, -0.58, -0.10], [-0.11, -0.54, 0.47], [-0.02, -0.09, -0.25], [0.02, 0.72, 2.20], [-0.90, -0.62, 0.77], [0.70, 1.04, 0.41], [-0.58, -0.02, -0.38], [0.16, 0.31, 0.29], [0.19, 0.14, -2.17], [0.10, -0.09, 0.14], [-1.09, 0.45, 0.02], [0.09, -0.48, -0.04], [-0.14, -0.06, 0.45], [0.07, -0.10, -0.62], [-0.32, 0.33, 0.43], [0.21, 0.42, 0.31], [0.33, 0.30, 0.08], [-0.14, 0.26, 0.28], [0.02, -0.01, -0.50], [-0.84, 0.13, -0.61], [-0.17, -0.08, -0.71], [0.28, 0.27, 0.18], [-0.19, 0.72, 0.00], [-0.42, 0.17, 0.36], [-0.12, -0.19, 0.17], [-0.22, 0.71, 0.13], [-0.22, 0.25, 0.01], [0.08, 0.22, -0.47], [-0.02, -0.31, 0.07], [-0.10, -0.64, -0.11], [0.27, -0.12, -0.50], [-0.35, -0.22, 0.16], [0.71, 0.74, 0.54], [-0.03, 0.36, -0.18], [-0.29, -0.25, -0.12], [0.51, 0.34, -0.66], [-0.28, 0.05, -0.02], [1.04, -0.60, 0.12], [-0.65, 0.95, 0.40], [-0.16, -0.30, -0.29], [-0.24, 0.51, 0.57], [-0.94, -0.06, -0.25], [0.10, -0.33, 0.37], [0.55, 0.43, 0.06], [0.68, -0.14, 0.20], [0.35, 0.00, -0.10], [-0.66, -0.33, 0.92], [0.30, -0.27, -0.25], [-0.05, 0.02, -0.43], [-0.36, -0.39, 0.27], [-0.24, -0.21, -0.13], [0.67, -0.22, -0.66], [-0.24, 0.17, 0.07], [-0.25, -0.23, -0.40], [-0.05, -0.11, -0.18], [0.39, 0.08, 0.27], [-0.51, -0.29, -0.71], [0.24, -0.97, 0.72], [-0.07, -0.09, -0.30], [-0.22, -0.32, -0.04], [0.67, 0.13, 0.04], [-0.17, -0.19, -0.42], [-0.54, 0.09, 0.19], [0.46, -0.41, 0.13], [-0.02, 0.72, -0.16], [0.33, 0.17, -0.01], [0.41, -0.03, 0.22], [0.18, 0.39, 0.36], [-0.77, 0.30, 0.05], [0.33, 0.12, 0.24], [0.05, 0.26, -0.49], [-0.48, 0.13, 0.16], [-0.26, -0.18, -0.03], [0.41, 0.43, 0.03], [-0.33, -0.36, -0.02]]}



[2]
{"formula": "C43H45Ge2N10O3PSY", "method": "ωB97M-V/def2-TZVPD", "s2": 0.757, "total_charge": 0, "multiplicity": 2, "e_homo_ev": [-7.28, -7.00], "elements": ["Y", "C", "N", "C", "C", "N", "C", "P", "C", "N", "C", "C", "N", "C", "C", "N", "C", "C", "N", "C", "H", "H", "H", "H", "H", "H", "H", "H", "H", "H", "H", "H", "H", "H", "H", "O", "C", "O", "C", "C", "C", "C", "C", "C", "S", "H", "H", "H", "H", "C", "C", "C", "C", "N", "C", "C", "H", "H", "H", "H", "H", "H", "H", "C", "Ge", "C", "C", "Ge", "C", "C", "C", "C", "C", "C", "C", "C", "C", "C", "C", "C", "H", "H", "H", "H", "H", "H", "H", "H", "H", "H", "H", "H", "H", "H", "H", "H", "H", "H", "H", "O", "N", "C", "C", "N", "C", "N"], "positions_angstrom": [[-0.401, 0.350, 0.089], [1.071, 2.760, 5.276], [1.237, 2.493, 3.874], [1.907, 3.277, 2.986], [1.741, 2.701, 1.758], [0.976, 1.588, 1.878], [0.682, 1.476, 3.165], [-0.441, 0.242, 3.912], [-1.890, 0.787, 2.933], [-1.815, 1.519, 1.824], [-3.092, 1.859, 1.516], [-3.944, 1.336, 2.449], [-3.171, 0.670, 3.349], [-3.662, -0.160, 4.412], [0.120, -1.205, 2.953], [0.845, -1.185, 1.842], [1.100, -2.484, 1.543], [0.515, -3.296, 2.473], [-0.086, -2.477, 3.376], [-0.935, -2.900, 4.453], [1.724, 3.584, 5.554], [0.037, 3.043, 5.489], [1.326, 1.885, 5.876], [2.436, 4.160, 3.288], [2.108, 3.035, 0.805], [-3.318, 2.475, 0.664], [-5.012, 1.391, 2.532], [-4.561, 0.280, 4.842], [-3.884, -1.150, 4.001], [-2.903, -0.259, 5.188], [1.660, -2.757, 0.670], [0.487, -4.364, 2.555], [-0.628, -3.885, 4.797], [-0.857, -2.190, 5.277], [-1.970, -2.942, 4.093], [-2.936, -2.295, 2.379], [-2.313, -2.179, 1.314], [-1.846, -1.073, 0.893], [-2.080, -3.407, 0.477], [-2.790, -4.558, 0.809], [-2.642, -5.730, 0.097], [-1.734, -5.773, -0.952], [-1.007, -4.653, -1.284], [-1.185, -3.444, -0.599], [-0.247, -2.106, -1.223], [-3.468, -4.488, 1.647], [-3.218, -6.608, 0.349], [-1.594, -6.690, -1.508], [-0.294, -4.687, -2.096], [-6.295, 0.477, -3.734], [-4.996, 0.441, -2.997], [-4.430, -0.746, -2.551], [-3.239, -0.717, -1.847], [-2.565, 0.397, -1.571], [-3.100, 1.534, -2.023], [-4.290, 1.607, -2.722], [-6.672, -0.528, -3.908], [-6.169, 0.983, -4.690], [-7.038, 1.034, -3.163], [-4.908, -1.693, -2.750], [-2.815, -1.645, -1.490], [-2.542, 2.439, -1.829], [-4.658, 2.566, -3.055], [4.407, -1.909, 1.077], [4.266, -0.151, 0.126], [5.926, -0.070, -1.006], [4.607, 1.130, 1.631], [2.056, 0.260, -1.104], [2.086, -1.044, -2.630], [2.978, -2.109, -2.686], [2.860, -3.095, -3.648], [1.833, -3.043, -4.575], [0.930, -1.996, -4.534], [1.053, -1.015, -3.568], [2.384, 2.003, -2.073], [3.437, 2.848, -1.743], [3.597, 4.074, -2.367], [2.710, 4.477, -3.348], [1.658, 3.646, -3.695], [1.494, 2.433, -3.053], [5.415, -2.011, 1.469], [4.205, -2.756, 0.432], [3.714, -1.938, 1.911], [6.795, -0.218, -0.370], [6.025, 0.887, -1.503], [5.924, -0.846, -1.763], [5.571, 0.902, 2.077], [3.846, 1.013, 2.394], [4.616, 2.167, 1.315], [3.777, -2.168, -1.956], [3.559, -3.920, -3.667], [1.726, -3.824, -5.314], [0.110, -1.962, -5.236], [0.301, -0.235, -3.514], [4.149, 2.541, -0.987], [4.412, 4.722, -2.081], [2.834, 5.435, -3.832], [0.953, 3.949, -4.455], [0.637, 1.824, -3.305], [-0.473, 2.234, -0.901], [-0.009, 3.361, -0.417], [-0.327, 4.482, -0.999], [-1.179, 4.636, -2.121], [-1.896, 4.731, -3.013], [0.175, 5.700, -0.494], [0.529, 6.732, -0.138]], "forces_ev_per_angstrom": [[-2.36, -1.21, 1.98], [-0.17, 0.07, 0.58], [-0.09, -0.38, -0.47], [0.16, 0.12, -0.37], [0.23, 0.32, 0.21], [-0.08, 0.03, -0.06], [-0.07, -0.34, 0.21], [0.04, 0.14, -0.57], [0.08, 0.37, 0.23], [-0.02, -0.10, 0.34], [-0.33, 0.02, 0.10], [-0.12, 0.21, -0.44], [0.40, 0.25, -0.31], [-0.27, -0.56, 0.36], [0.23, 0.15, 0.39], [-0.26, 0.12, 0.08], [0.00, -0.38, 0.15], [0.39, -0.07, -0.33], [0.23, 0.41, -0.25], [-0.54, -0.16, 0.44], [-0.01, -0.04, 0.00], [0.09, 0.01, 0.03], [0.00, 0.07, -0.09], [0.07, 0.09, 0.06], [0.08, 0.03, -0.01], [-0.08, -0.02, -0.08], [-0.13, -0.04, 0.08], [0.08, 0.06, 0.00], [0.04, 0.16, 0.12], [-0.05, 0.07, -0.03], [0.04, -0.09, -0.08], [-0.06, -0.19, 0.05], [0.09, 0.05, 0.01], [0.01, -0.07, 0.03], [0.21, -0.02, 0.13], [-0.12, 0.07, -0.09], [-0.12, -0.20, 0.10], [-0.44, -0.18, 0.09], [0.02, -0.05, -0.14], [-0.12, 0.07, 0.14], [-0.02, -0.04, 0.03], [-0.03, -0.13, 0.01], [0.00, 0.00, -0.05], [-0.10, 0.38, 0.25], [0.63, -0.19, -0.69], [-0.08, -0.06, 0.04], [-0.06, -0.06, 0.08], [0.03, -0.05, -0.06], [0.06, 0.06, -0.05], [-0.02, 0.01, -0.03], [0.22, -0.02, 0.12], [0.00, 0.25, -0.01], [-0.11, -0.39, 0.05], [0.12, 0.14, 0.09], [-0.03, 0.33, -0.11], [-0.01, -0.17, 0.05], [-0.06, -0.02, -0.05], [-0.06, 0.00, -0.08], [-0.05, 0.00, 0.00], [-0.05, -0.12, 0.03], [0.09, 0.04, 0.03], [0.02, -0.08, 0.02], [0.02, 0.12, -0.01], [-0.24, 0.48, -0.36], [0.43, -0.17, 0.73], [-0.71, 0.05, 0.07], [-0.24, -0.29, -0.50], [3.60, -0.47, -2.10], [-0.15, 0.45, 0.37], [0.15, 0.12, 0.23], [0.13, -0.09, 0.07], [-0.13, -0.01, -0.09], [-0.01, -0.02, -0.20], [0.05, 0.32, -0.02], [-0.45, -0.22, 0.41], [0.06, -0.31, 0.29], [0.11, 0.18, -0.07], [0.09, 0.07, 0.04], [-0.08, -0.02, -0.13], [-0.13, -0.18, -0.08], [0.20, 0.09, -0.01], [-0.05, -0.16, -0.14], [-0.13, 0.02, 0.12], [-0.02, -0.03, 0.23], [-0.02, 0.18, -0.10], [-0.05, -0.13, -0.15], [0.19, -0.14, -0.04], [-0.16, -0.03, 0.11], [-0.01, 0.18, -0.07], [0.06, -0.10, 0.02], [0.10, -0.04, 0.00], [0.01, -0.05, -0.06], [-0.06, 0.02, -0.05], [-0.01, -0.02, -0.09], [0.05, 0.07, 0.08], [0.11, 0.03, 0.03], [0.00, 0.08, -0.04], [-0.07, 0.04, -0.06], [-0.01, 0.04, -0.07], [-0.16, 1.96, -0.54], [0.01, 0.30, -0.11], [0.02, -1.21, 0.13], [-0.53, -0.53, -0.67], [-0.08, 0.07, -0.12], [0.48, 0.57, 0.59], [0.12, 0.13, 0.10]]}